(1)
Molecular formula: C5H8NP
Method: DFT, ωB97M-V/def2-TZVPD

Each line ends with the natural charge from an NBO analysis.
CARTESIAN COORDINATES (ANGSTROEM)
N1 -0.1377 -0.6425 2.8196  -1.154
P1 0.3410 0.8050 1.9975  0.764
C1 0.1145 0.1179 -0.0431  -0.498
C2 -1.1506 0.5444 -0.5598  -0.251
C3 -1.1066 0.4283 -1.9258  -0.217
C4 0.2657 0.2039 -2.4113  -0.269
C5 1.0715 0.0353 -1.2717  -0.201
H1 -0.7948 -0.6938 3.5417  0.388
H2 0.4935 -1.3963 2.8706  0.380
H3 1.6206 0.2086 1.8767  -0.073
H4 0.2547 -0.9670 0.3273  0.273
H5 -1.9745 0.5485 0.0358  0.206
H6 -1.8382 0.6823 -2.6978  0.210
H7 0.6389 0.2603 -3.4254  0.221
H8 2.2019 -0.1347 -1.1342  0.221

Cartesian forces (eV/Å) of the 2 atoms listed first:
0.1 1.2 -1.2
0.7 -2.2 -1.7

Computed properties:
Energy above the lowest of the compared OMol25 structures with the same formula, charge and spin: 2.180 eV
M: 113.10 Da
Gap between HOMO and LUMO: 8.78 eV
F_max: 3.98 eV/Å
E_tot: -591.32238 hartree
SMILES string: NPC1C=CC=C1
Highest occupied orbital energy: -8.192 eV

(2)
Molecular formula: C2H6N4O2
Method: DFT, ωB97M-V/def2-TZVPD

Each line ends with the natural charge from an NBO analysis.
CARTESIAN COORDINATES (ANGSTROEM)
H1 1.0866 1.7814 -0.2996  0.372
N1 2.0090 1.3318 -0.0128  -0.720
C1 2.0050 0.0956 -0.3692  0.647
N2 3.1371 -0.6596 -0.1093  -0.852
O1 0.7624 -0.6890 -0.4163  -0.401
N3 -0.2433 0.3429 -0.4019  -0.210
C2 -1.4145 -0.2728 0.1420  0.229
N4 -2.5506 0.5226 0.2361  -0.351
O2 -3.6106 -0.2095 -0.4611  -0.588
H2 3.9751 0.0003 0.1672  0.410
H3 3.0087 -1.3825 0.7937  0.390
H4 -1.5416 -1.3592 0.8050  0.210
H5 -2.4534 1.4363 -0.2313  0.383
H6 -4.1701 -0.9384 0.1575  0.482

Cartesian forces (eV/Å) of the 2 atoms listed first:
1.6 -0.7 0.7
-1.2 0.1 -2.6

Computed properties:
Energy above the lowest of the compared OMol25 structures with the same formula, charge and spin: 6.548 eV
M: 118.10 Da
Gap between HOMO and LUMO: 9.44 eV
F_max: 8.16 eV/Å
E_tot: -449.08054 hartree
SMILES string: [H]/N=C(/N)O/N=C/NO
Highest occupied orbital energy: -9.264 eV

(3)
Molecular formula: CH6N
Method: DFT, ωB97M-V/def2-TZVPD

Each line ends with the natural charge from an NBO analysis.
CARTESIAN COORDINATES (ANGSTROEM)
C1 0.5990 -0.3752 0.0023  -0.482
N1 -0.6742 0.3728 0.0248  -0.683
H1 1.4372 -0.1187 -0.7449  0.272
H2 1.1316 -0.3121 1.0020  0.259
H3 0.4917 -1.3396 -0.3969  0.251
H4 -1.0577 0.4711 1.0440  0.472
H5 -1.3797 -0.0510 -0.5072  0.443
H6 -0.5479 1.3527 -0.4240  0.467

Cartesian forces (eV/Å) of the 2 atoms listed first:
3.7 0.4 0.3
0.9 3.4 1.6

Computed properties:
Energy above the lowest of the compared OMol25 structures with the same formula, charge and spin: 0.749 eV
M: 32.07 Da
Gap between HOMO and LUMO: 14.03 eV
F_max: 3.82 eV/Å
Charge: +1
E_tot: -96.16106 hartree
SMILES string: C[NH3+]
Highest occupied orbital energy: -18.399 eV

(4)
Molecular formula: C20H45Li4N3O12
Method: DFT, ωB97M-V/def2-TZVPD

Each line ends with the Löwdin charge.
CARTESIAN COORDINATES (ANGSTROEM)
Li1 -1.0976 -1.9933 -2.7712  0.653
Li2 -2.8013 1.1794 0.4994  0.704
Li3 0.4415 0.7746 -1.3848  0.701
Li4 -3.6533 -1.3745 -1.1423  0.752
C1 -2.5014 -0.5121 -3.9261  -0.927
O1 -1.3457 -0.9503 -4.3753  -0.222
O2 -2.9885 -1.1587 -2.8747  -0.332
O3 -2.9812 0.5935 -4.3405  -0.109
C2 -1.0988 -0.4436 -0.1033  -0.951
O4 -0.6030 -0.9738 -1.1545  -0.176
O5 -2.2422 -0.8754 0.3165  -0.167
O6 -0.6974 0.7277 0.2575  -0.167
C3 5.7563 -0.1996 -3.1028  -0.119
O7 4.9086 0.3628 -2.1471  -0.189
C4 3.8447 1.0946 -2.7372  -0.209
C5 3.2478 1.9132 -1.6267  -0.170
N1 2.4988 0.9765 -0.7230  -0.094
C6 2.4111 1.4518 0.6730  -0.232
C7 1.7156 2.7719 0.8299  -0.224
O8 2.4698 3.8346 0.3106  -0.180
C8 1.6913 4.9435 0.0152  -0.126
H1 6.1999 0.5525 -3.7668  0.091
H2 5.2593 -0.9970 -3.6651  0.095
H3 6.6291 -0.6569 -2.6282  0.089
H4 3.0970 0.3809 -3.1051  0.136
H5 4.1951 1.7662 -3.5260  0.131
H6 2.5900 2.7308 -1.9100  0.119
H7 4.0697 2.3748 -1.0683  0.130
H8 3.1217 0.1720 -0.7347  0.086
H9 3.4243 1.5037 1.0874  0.151
H10 1.7760 0.7234 1.1789  0.060
H11 1.4487 2.9262 1.8824  0.138
H12 0.7709 2.7003 0.2626  0.102
H13 2.2176 5.7343 -0.5145  0.092
H14 1.1971 5.3917 0.8906  0.089
H15 0.8530 4.6743 -0.6609  0.090
C9 -3.2848 4.3306 -0.5086  -0.073
O9 -2.8376 3.3484 0.4035  -0.251
C10 -2.1388 3.8683 1.5231  -0.205
C11 -1.7910 2.7196 2.4589  -0.226
N2 -2.8996 1.8005 2.5742  -0.095
C12 -2.5134 0.6867 3.4669  -0.175
C13 -3.5473 -0.4341 3.4863  -0.254
O10 -3.0461 -1.4461 4.3044  -0.165
C14 -3.7919 -2.6407 4.3011  -0.100
H16 -2.5121 5.0901 -0.6641  0.094
H17 -4.1379 4.8826 -0.0880  0.096
H18 -3.6136 3.8338 -1.4142  0.102
H19 -2.5725 4.7693 1.9749  0.132
H20 -1.1715 4.2429 1.1301  0.111
H21 -1.3866 3.1706 3.3833  0.136
H22 -0.9095 2.2344 2.0403  0.085
H23 -3.7830 2.1971 2.8724  0.131
H24 -2.4200 1.0227 4.5049  0.132
H25 -1.5933 0.2817 3.0440  0.119
H26 -3.8221 -0.7508 2.4706  0.108
H27 -4.4945 0.0013 3.8722  0.130
H28 -4.1972 -2.8228 5.2975  0.088
H29 -3.2313 -3.4875 3.8993  0.086
H30 -4.6727 -2.6079 3.6387  0.087
C15 2.6319 -1.0395 1.4949  -0.103
O11 1.9108 -2.2483 1.5577  -0.158
C16 0.5223 -2.0659 1.6819  -0.209
C17 -0.2027 -3.3206 1.2422  -0.200
N3 -0.2877 -3.5890 -0.1762  -0.030
C18 0.9992 -3.9009 -0.8230  -0.199
C19 0.7673 -4.5780 -2.1346  -0.234
O12 0.0665 -3.7592 -3.0419  -0.224
C20 -0.4215 -4.4844 -4.1508  -0.097
H31 2.5571 -0.5732 0.5034  0.053
H32 3.6650 -1.3089 1.7022  0.113
H33 2.2638 -0.3179 2.2330  0.095
H34 0.2018 -1.2207 1.0474  0.087
H35 0.2230 -1.8051 2.7073  0.135
H36 -1.2371 -3.2545 1.6049  0.110
H37 0.1896 -4.1613 1.8272  0.125
H38 -0.5838 -2.7047 -0.5930  0.048
H39 1.5983 -4.5886 -0.2150  0.127
H40 1.6380 -3.0066 -0.8121  0.118
H41 0.0858 -5.4144 -1.9025  0.129
H42 1.6859 -5.0661 -2.4872  0.128
H43 -1.3665 -4.9961 -3.9220  0.099
H44 0.3044 -5.1963 -4.5553  0.091
H45 -0.6674 -3.8105 -4.9750  0.092

Cartesian forces (eV/Å) of the 2 atoms listed first:
-0.3 0.4 -0.5
0.8 0.0 0.3

Computed properties:
Energy above the lowest of the compared OMol25 structures with the same formula, charge and spin: 1.772 eV
M: 547.35 Da
Gap between HOMO and LUMO: 5.75 eV
F_max: 4.17 eV/Å
E_tot: -1886.45610 hartree
Highest occupied orbital energy: -6.107 eV

(5)
Molecular formula: C3H14NO3
Method: DFT, ωB97M-V/def2-TZVPD

Each line ends with the natural charge from an NBO analysis.
CARTESIAN COORDINATES (ANGSTROEM)
O1 -1.1799 -0.2363 1.9181  -0.748
C1 -1.2662 -1.5075 1.2485  -0.108
C2 -1.1992 -1.1145 -0.2479  -0.220
N1 0.0601 -0.2685 -0.5626  -0.550
C3 0.4119 -0.2773 -1.9859  -0.451
H1 -0.5879 -0.3949 2.7102  0.486
H2 -0.4737 -2.2099 1.7177  0.211
H3 -2.3398 -1.7310 1.4368  0.222
H4 -2.1059 -0.4405 -0.6291  0.241
H5 -1.1589 -1.9887 -0.7707  0.217
H6 0.9286 -0.5183 -0.1227  0.460
H7 -0.0301 0.6638 -0.1950  0.475
H8 -0.3038 -0.8306 -2.5195  0.221
H9 1.4137 -0.6098 -2.4470  0.264
H10 0.3404 0.7477 -2.3741  0.226
H11 -0.5878 2.6434 1.1291  0.525
H12 0.0379 2.9217 -0.3450  0.492
O2 0.1087 2.3629 0.3826  -0.978
H13 3.3444 0.5094 0.5656  0.501
H14 2.1322 1.4833 0.8192  0.499
O3 2.4554 0.7957 0.2717  -0.985

Cartesian forces (eV/Å) of the 2 atoms listed first:
2.0 -0.2 1.9
-0.8 1.7 0.4

Computed properties:
Energy above the lowest of the compared OMol25 structures with the same formula, charge and spin: 1.807 eV
M: 112.15 Da
Gap between HOMO and LUMO: 11.49 eV
F_max: 5.02 eV/Å
Charge: +1
E_tot: -402.89019 hartree
Highest occupied orbital energy: -14.397 eV

(6)
Molecular formula: C5H9N5
Method: DFT, ωB97M-V/def2-TZVPD

Each line ends with the natural charge from an NBO analysis.
CARTESIAN COORDINATES (ANGSTROEM)
N1 3.3663 -1.0202 -0.4123  -0.648
C1 2.5348 -0.4611 0.4064  0.415
N2 1.2684 -0.0945 0.1037  -0.578
C2 0.3767 0.7821 0.0652  0.698
N3 0.5143 2.0780 -0.0097  -0.739
N4 -1.0475 0.2657 -0.0206  -0.154
C3 -2.2149 0.8673 0.2065  0.057
C4 -3.1533 -0.1350 -0.0186  -0.258
C5 -2.4465 -1.3256 -0.1555  0.074
N5 -1.1294 -1.0157 -0.1629  -0.292
H1 4.2480 -1.4746 -0.0798  0.478
H2 3.1165 -1.0381 -1.4170  0.451
H3 2.7936 -0.3695 1.4866  0.255
H4 -0.1675 2.6337 0.5080  0.449
H5 1.4699 2.2883 -0.2096  0.442
H6 -2.2871 2.0135 0.3303  0.285
H7 -4.1620 -0.0827 -0.2568  0.285
H8 -2.8745 -2.3123 -0.4044  0.291
H9 -0.2059 -1.5992 0.0404  0.488

Cartesian forces (eV/Å) of the 2 atoms listed first:
0.1 -0.1 -0.5
-1.3 0.7 1.3

Computed properties:
Energy above the lowest of the compared OMol25 structures with the same formula, charge and spin: 0.000 eV
M: 139.16 Da
Gap between HOMO and LUMO: 10.14 eV
F_max: 5.81 eV/Å
Charge: +2
E_tot: -469.03607 hartree
SMILES string: NC=[N+]=C(N)[n+]1ccc[nH]1
Highest occupied orbital energy: -18.390 eV